{
  "formula": "CF3NOS",
  "method": "the ωB97M-V functional and the def2-TZVPD basis",
  "symbols": ["C", "N", "O", "F", "F", "F", "S"],
  "coordinates": [[-0.31150, 1.15209, 0.53926], [0.59273, 0.57740, -0.33589], [-0.50208, 2.30586, 0.84069], [-1.24464, 0.17536, 0.97811], [-0.68091, -1.77695, -0.22772], [1.77163, -1.55667, -0.72549], [0.37478, -0.87709, -1.06895]],
  "atomic_forces_ev_per_a": [[-1.955, 0.809, -0.115], [-0.909, -3.150, -1.302], [1.105, -2.659, -0.540], [0.940, 1.418, 0.099], [1.521, 0.213, -0.878], [-0.843, -0.105, 0.127], [0.142, 3.473, 2.610]],
  "largest_force_ev_per_a": 4.35,
  "molar_mass_g_mol": 131.078,
  "lumo_ha": -0.025,
  "total_energy_ev": -23560.4460,
  "multiplicity": 1,
  "orbital_gap_ha": 0.3887,
  "e_above_lowest_kcal_mol": 13.8,
  "e_homo_ev": -11.26,
  "total_charge": 0
}

=====

{
  "formula": "CF3NOS",
  "method": "the ωB97M-V functional and the def2-TZVPD basis",
  "symbols": ["C", "N", "O", "F", "F", "F", "S"],
  "coordinates": [[1.21339, 0.09185, 0.03175], [-1.02731, -0.52523, 0.18418], [-3.36499, -0.36050, 0.01456], [1.26128, 1.30641, 0.53640], [1.89597, -0.76698, 0.72482], [1.47402, 0.08460, -1.25008], [-2.15142, 0.41896, -0.16522]],
  "atomic_forces_ev_per_a": [[-2.636, 0.547, -0.077], [4.049, 0.430, -0.044], [-0.729, 0.795, -0.255], [0.023, -0.863, -0.230], [-0.752, 0.299, -0.511], [-0.146, -0.292, 0.862], [0.192, -0.918, 0.256]],
  "largest_force_ev_per_a": 4.07,
  "molar_mass_g_mol": 131.078,
  "lumo_ha": [-0.062, -0.062],
  "total_energy_ev": -23558.0613,
  "multiplicity": 1,
  "orbital_gap_ha": [0.3138, 0.3128],
  "e_above_lowest_kcal_mol": 68.8,
  "e_homo_ev": [-10.21, -10.20],
  "total_charge": 0
}

=====

{
  "formula": "CF4LiO3S",
  "method": "the ωB97M-V functional and the def2-TZVPD basis",
  "symbols": ["O", "S", "O", "F", "O", "C", "F", "F", "F", "Li"],
  "coordinates": [[-1.60016, -0.25463, 1.43057], [-1.49488, -0.04369, 0.04322], [-2.23502, -1.36578, -0.67289], [-3.33476, -0.86965, -1.33178], [0.11289, -0.50323, -0.38419], [1.00108, 0.44874, -0.23323], [0.61835, 1.62582, -0.56718], [2.07042, 0.12924, -0.91146], [1.43854, 0.53821, 1.07538], [3.42353, 0.29496, 1.55155]],
  "atomic_forces_ev_per_a": [[0.298, -0.280, 1.252], [-1.467, 0.946, -1.086], [1.690, -0.865, 0.572], [-0.687, 0.676, -0.534], [-1.058, -1.091, 0.017], [0.091, -0.984, -0.227], [-0.645, 1.869, -0.322], [1.560, -0.320, -0.696], [0.591, 0.030, 1.127], [-0.374, 0.020, -0.103]],
  "largest_force_ev_per_a": 2.06,
  "molar_mass_g_mol": 175.008,
  "lumo_ha": -0.188,
  "total_energy_ev": -29078.9235,
  "multiplicity": 1,
  "orbital_gap_ha": 0.3657,
  "e_above_lowest_kcal_mol": 0.0,
  "e_homo_ev": -15.07,
  "total_charge": 1
}

=====

{
  "formula": "CF4N2",
  "method": "the ωB97M-V functional and the def2-TZVPD basis",
  "symbols": ["C", "N", "N", "F", "F", "F", "F"],
  "coordinates": [[-0.03762, 0.38156, -0.53027], [-0.33165, -0.70228, -1.01085], [-0.02636, 0.36079, 1.32051], [0.31960, 1.59547, -0.84307], [-0.05338, -1.05845, -2.33608], [-1.02413, -0.49202, 1.58352], [1.15353, -0.08507, 1.81624]],
  "atomic_forces_ev_per_a": [[1.009, 1.097, 3.931], [0.499, -2.099, -0.463], [-1.219, 3.405, -3.477], [0.063, -0.848, -0.432], [-0.498, 1.220, 0.424], [0.337, -1.398, 0.601], [-0.191, -1.376, -0.584]],
  "largest_force_ev_per_a": 5.02,
  "molar_mass_g_mol": 116.017,
  "lumo_ha": -0.019,
  "total_energy_ev": -14878.6490,
  "multiplicity": 1,
  "orbital_gap_ha": 0.3769,
  "e_above_lowest_kcal_mol": 58.3,
  "e_homo_ev": -10.77,
  "total_charge": 0
}

=====

{
  "formula": "CFNO3S",
  "method": "the ωB97M-V functional and the def2-TZVPD basis",
  "symbols": ["C", "N", "O", "O", "O", "F", "S"],
  "coordinates": [[1.44558, -0.32393, 0.01944], [2.06122, -0.83306, 0.82375], [-1.03865, 0.32581, 1.39480], [-1.86896, -0.96595, -0.65618], [0.66661, 0.21358, -0.78408], [-1.66492, 1.40903, -0.70602], [-1.17453, 0.09602, -0.03716]],
  "atomic_forces_ev_per_a": [[-0.201, -0.016, 0.147], [1.877, -1.263, 1.878], [-0.157, -0.597, -3.291], [0.627, 0.213, 0.173], [-4.446, 1.121, -1.031], [0.651, -0.543, 0.242], [1.650, 1.085, 1.882]],
  "largest_force_ev_per_a": 4.70,
  "molar_mass_g_mol": 125.080,
  "lumo_ha": -0.086,
  "total_energy_ev": -22219.1915,
  "multiplicity": 1,
  "orbital_gap_ha": 0.3386,
  "e_above_lowest_kcal_mol": 37.5,
  "e_homo_ev": -11.55,
  "total_charge": 0
}

=====

{
  "formula": "CFNOS",
  "method": "the ωB97M-V functional and the def2-TZVPD basis",
  "symbols": ["C", "N", "O", "F", "S"],
  "coordinates": [[-1.44973, -0.10699, -0.10998], [-2.41663, -0.16306, 0.55065], [-0.46255, 0.12017, -0.73928], [2.55137, 0.75857, 0.34075], [1.77754, -0.60869, -0.04213]],
  "atomic_forces_ev_per_a": [[1.199, 1.025, -0.679], [-2.047, -0.642, 1.275], [0.120, -0.167, -0.789], [-0.403, -0.691, -0.183], [1.131, 0.476, 0.376]],
  "largest_force_ev_per_a": 2.50,
  "molar_mass_g_mol": 93.082,
  "lumo_ha": [-0.015, -0.146],
  "total_energy_ev": -18122.5886,
  "multiplicity": 3,
  "orbital_gap_ha": [0.3643, 0.2114],
  "e_above_lowest_kcal_mol": 0.0,
  "e_homo_ev": [-10.31, -9.72],
  "total_charge": 0
}

=====

{
  "formula": "CFO5S",
  "method": "the ωB97M-V functional and the def2-TZVPD basis",
  "symbols": ["C", "O", "O", "O", "O", "O", "F", "S"],
  "coordinates": [[-1.39240, 1.16760, 0.90512], [-0.71752, 1.19859, 1.82943], [-2.16224, 1.34844, 0.06411], [-0.51319, -1.85114, 0.07847], [1.61621, -1.95704, -1.15598], [0.77648, 0.71351, -0.25620], [1.48634, 0.84185, -1.48693], [0.90633, -1.46181, 0.02197]],
  "atomic_forces_ev_per_a": [[-0.530, 1.159, -0.706], [1.033, -0.669, 1.518], [-0.611, -0.509, -0.784], [0.880, 0.575, -0.115], [-0.476, 0.585, 0.518], [0.111, -1.110, 0.050], [0.058, 0.304, -0.386], [-0.464, -0.335, -0.095]],
  "largest_force_ev_per_a": 1.95,
  "molar_mass_g_mol": 143.071,
  "lumo_ha": 0.134,
  "total_energy_ev": -24826.0789,
  "multiplicity": 1,
  "orbital_gap_ha": 0.3111,
  "e_above_lowest_kcal_mol": 2.7,
  "e_homo_ev": -4.81,
  "total_charge": -1
}

=====

{
  "formula": "CH10Ba2O8",
  "method": "the ωB97M-V functional and the def2-TZVPD basis",
  "symbols": ["Ba", "Ba", "C", "O", "O", "O", "O", "H", "H", "O", "H", "H", "O", "H", "H", "O", "H", "H", "O", "H", "H"],
  "coordinates": [[-1.20819, 0.93082, 2.03511], [1.59200, 1.91246, -1.09503], [0.14575, 0.26295, 0.19362], [0.71411, 0.02348, -0.89193], [-0.00982, 1.48320, 0.46032], [-0.52408, -0.64083, 0.78478], [2.00549, -1.34757, -1.16903], [1.19038, -0.89978, -0.94250], [2.25903, -1.80469, -0.36717], [-1.41880, 1.46815, -1.49104], [-1.88968, 2.27189, -1.71130], [-1.19425, 1.56743, -0.56587], [-1.97684, -0.70322, -0.75682], [-1.23554, -0.60797, -0.15878], [-2.19885, -1.63350, -0.71758], [-0.25736, -2.45232, 1.06459], [-0.95355, -2.92254, 0.60584], [-0.41284, -1.53095, 0.85688], [1.95416, 1.78090, 1.02712], [1.03898, 1.75371, 1.30630], [2.37991, 1.08838, 1.53247]],
  "atomic_forces_ev_per_a": [[-8.878, 1.881, 11.273], [5.436, 7.210, -10.231], [1.479, -3.573, -5.620], [-9.489, 4.695, 3.285], [-1.811, 3.089, -0.522], [3.200, 19.398, 1.198], [6.062, -4.307, -0.761], [1.482, -5.509, -0.896], [0.608, -0.917, -0.053], [0.415, 1.364, -0.811], [-0.512, 0.295, -0.459], [-1.157, 0.565, -1.036], [-2.812, -0.427, -1.631], [-3.251, -1.530, -3.165], [-0.408, -0.374, -0.267], [1.104, -9.713, 1.970], [0.138, -1.083, 0.100], [1.914, -11.778, 0.446], [4.284, -0.171, 5.731], [0.927, 0.985, 0.833], [1.272, -0.102, 0.617]],
  "largest_force_ev_per_a": 19.70,
  "molar_mass_g_mol": 424.739,
  "lumo_ha": -0.310,
  "total_energy_ev": -18936.8624,
  "multiplicity": 1,
  "orbital_gap_ha": 0.2897,
  "e_homo_ev": -16.33,
  "total_charge": 2
}

=====

Repeat the second record exactly.
{
  "formula": "CF3NOS",
  "method": "the ωB97M-V functional and the def2-TZVPD basis",
  "symbols": ["C", "N", "O", "F", "F", "F", "S"],
  "coordinates": [[1.21339, 0.09185, 0.03175], [-1.02731, -0.52523, 0.18418], [-3.36499, -0.36050, 0.01456], [1.26128, 1.30641, 0.53640], [1.89597, -0.76698, 0.72482], [1.47402, 0.08460, -1.25008], [-2.15142, 0.41896, -0.16522]],
  "atomic_forces_ev_per_a": [[-2.636, 0.547, -0.077], [4.049, 0.430, -0.044], [-0.729, 0.795, -0.255], [0.023, -0.863, -0.230], [-0.752, 0.299, -0.511], [-0.146, -0.292, 0.862], [0.192, -0.918, 0.256]],
  "largest_force_ev_per_a": 4.07,
  "molar_mass_g_mol": 131.078,
  "lumo_ha": [-0.062, -0.062],
  "total_energy_ev": -23558.0613,
  "multiplicity": 1,
  "orbital_gap_ha": [0.3138, 0.3128],
  "e_above_lowest_kcal_mol": 68.8,
  "e_homo_ev": [-10.21, -10.20],
  "total_charge": 0
}